The following is a quantum chemistry calculation of C6H37NO17STl2 as an isolated structure, from the OMol25 dataset.

Computed properties:
**Maximum force**: 10.4 eV/Å
**Spin multiplicity**: 1
**DFT total energy**: -63256.2007 eV
**Orbital gap**: 2.90 eV
**E_LUMO**: -0.691 Ha
**Energy above the lowest of the compared OMol25 structures with the same formula, charge and spin**: 742.8 kcal per mole
**Total charge**: +4

Positions of all 64 atoms, in Å:
1 Tl -0.227583 -0.482325 -1.389584
2 Tl -0.075414 4.483225 0.159382
3 S 0.829981 1.421864 0.347864
4 O 0.186952 0.208464 0.798641
5 O 1.017024 1.198358 -1.050081
6 O -0.027802 2.610852 0.585212
7 O 2.104918 1.684943 1.004207
8 C 1.546227 -2.340931 1.430962
9 O 1.161488 -2.413939 0.074355
10 C 0.191300 -3.449618 -0.026388
11 C -0.241856 -3.798461 -1.454368
12 N -0.970485 -2.714199 -2.054643
13 C -2.364224 -2.739596 -1.579894
14 C -3.177247 -1.826208 -2.478307
15 O -2.800528 -0.427750 -2.465850
16 C -3.810726 0.392366 -3.000432
17 H 1.834216 -1.344118 1.764934
18 H 2.403774 -3.007754 1.520723
19 H 0.790534 -2.736276 2.109726
20 H -0.717073 -3.370071 0.570793
21 H 0.456991 -4.359592 0.511618
22 H -0.760463 -4.739437 -1.637953
23 H 0.718543 -3.993272 -1.931637
24 H -0.980062 -3.071557 -2.999263
25 H -2.428816 -2.381609 -0.552392
26 H -2.795627 -3.734727 -1.471683
27 H -4.232667 -1.967329 -2.245331
28 H -2.988899 -2.046271 -3.529107
29 H -4.653616 0.184544 -2.341300
30 H -4.085151 0.119853 -4.019513
31 H -3.563483 1.449921 -2.908038
32 O 0.245554 3.884047 2.235800
33 H 1.042548 3.363640 2.336841
34 H -0.231631 3.753761 3.055286
35 O -1.200353 -1.180573 0.435384
36 H -1.105331 -0.537172 1.137685
37 H -2.055898 -1.580757 0.590682
38 O 2.771470 -0.194758 0.765461
39 H 2.778198 -0.631238 1.617326
40 H 2.296135 0.621953 0.918022
41 O 1.967232 -0.683489 -0.991704
42 H 2.444807 -1.512404 -1.024222
43 H 2.239501 -0.281855 -0.166609
44 O 0.678364 0.125809 2.741111
45 H -0.213784 -0.173954 2.915629
46 H 0.698914 0.281243 1.796833
47 O 1.496186 2.055877 2.831277
48 H 1.097823 1.251983 3.164889
49 H 1.536799 1.928179 1.883503
50 O 0.998892 3.218148 -1.338067
51 H 1.018824 2.280429 -1.146991
52 H 1.853608 3.401867 -1.727863
53 O -1.666235 0.853814 -0.282744
54 H -1.682093 1.069111 0.649789
55 H -1.716090 1.700986 -0.725517
56 O 3.425146 1.695947 -0.363664
57 H 3.571771 0.882140 -0.845795
58 H 2.623380 1.538401 0.134909
59 O -1.506919 1.584977 1.838840
60 H -0.664862 1.856574 1.473588
61 H -2.085437 2.332960 1.690219
62 O 2.044057 3.681016 0.819460
63 H 1.992182 2.726021 0.858486
64 H 2.967013 3.877969 0.979505

Force components x, y, z for each atom (eV/Å):
-1.7 -5.8 -3.6
2.4 5.7 -0.8
-8.2 -1.1 -2.4
2.7 3.5 -5.5
0.5 -3.0 -1.0
1.8 -7.2 -1.9
-6.1 -2.0 2.8
0.8 -1.5 1.6
-2.7 -1.8 0.2
-1.5 -2.9 0.6
3.5 -0.2 1.7
-0.4 0.2 0.1
-0.9 1.6 0.2
-0.2 0.1 -1.2
2.3 -1.1 1.5
-1.5 0.2 0.4
-1.9 -2.3 0.1
0.2 0.0 0.4
-0.2 0.1 -0.1
-0.1 1.4 0.2
1.3 -0.4 -0.6
-0.4 0.0 0.8
0.0 0.4 -0.8
-0.2 1.2 -1.2
-0.1 -0.5 -0.9
0.1 -0.2 -0.8
-0.1 0.3 -0.1
-0.4 -0.9 -0.1
-0.5 0.4 -0.3
0.2 0.1 -0.1
0.3 -0.2 -0.2
-3.6 4.0 1.7
2.3 -0.9 1.2
-0.9 0.7 1.0
-2.5 -3.0 2.2
-0.8 -0.9 0.3
-0.4 -0.3 0.1
6.1 -2.3 6.6
1.4 -0.1 0.0
3.7 -5.3 2.5
-2.0 -2.1 -10.0
-0.1 -0.6 -0.2
0.1 -1.6 -0.2
0.0 -3.7 6.2
-0.2 -0.4 0.8
0.7 -1.9 3.9
0.9 6.6 4.7
-1.1 -1.3 2.1
-1.3 1.0 7.2
-0.9 8.1 -2.9
0.1 1.5 -2.7
0.8 0.9 -0.6
-1.6 1.2 -6.4
-0.9 0.0 2.0
-1.0 0.3 -0.6
4.3 1.1 -5.5
1.2 0.3 -0.7
7.5 0.2 -7.3
-2.4 -0.8 3.5
-1.5 0.7 2.3
-0.8 0.3 0.8
1.0 7.2 -0.4
1.7 5.9 -0.6
0.8 0.9 0.0

Atom charges from the Mulliken analysis, given in e for atoms 1 to 8: 2.059 1.084 2.517 -0.521 -0.631 -0.017 -0.167 -0.736